Entry from the OMol25 dataset: a molecular structure, C20H53CuO19S6 (ωB97M-V/def2-TZVPD).

Results
multiplicity	2
lowest unoccupied orbital energy (alpha / beta)	-7.5 / -7.5	eV
HOMO (alpha / beta)	-12.43 / -12.43	eV
energy	-6252.29296	hartree
total charge	+1
expectation value of S²	0.755
HOMO-LUMO gap (alpha / beta)	4.90 / 4.91	eV

Cartesian coordinates (Å):
Cu (-22.77, -17.35, 16.55)
C (-16.43, -17.53, 17.12)
C (-17.65, -16.53, 16.70)
O (-18.92, -17.07, 16.69)
H (-16.16, -18.42, 16.56)
H (-16.59, -18.07, 18.06)
H (-15.48, -17.01, 17.18)
H (-17.38, -16.33, 15.67)
H (-17.50, -15.66, 17.35)
O (-18.76, -7.13, 17.43)
S (-18.45, -8.36, 18.16)
O (-19.18, -8.73, 19.35)
O (-18.57, -9.64, 17.12)
C (-18.00, -9.54, 15.83)
C (-16.94, -10.63, 15.69)
C (-16.65, -8.40, 18.56)
H (-17.55, -8.55, 15.81)
H (-18.62, -9.64, 14.94)
H (-17.43, -11.56, 15.99)
H (-16.13, -10.36, 16.38)
H (-16.59, -10.54, 14.67)
H (-16.37, -7.46, 19.02)
H (-16.06, -8.63, 17.68)
H (-16.46, -9.11, 19.37)
O (-22.82, -14.60, 19.40)
S (-23.23, -13.40, 20.06)
O (-24.61, -13.21, 20.41)
O (-22.34, -13.19, 21.42)
C (-21.25, -13.91, 21.70)
C (-20.08, -13.09, 21.29)
C (-22.61, -12.01, 19.00)
H (-21.11, -14.91, 21.27)
H (-21.10, -13.94, 22.78)
H (-19.26, -13.75, 21.58)
H (-19.91, -12.10, 21.73)
H (-20.07, -12.93, 20.21)
H (-21.83, -12.42, 18.35)
H (-22.38, -11.25, 19.74)
H (-23.41, -11.74, 18.32)
O (-19.42, -23.29, 21.22)
S (-18.56, -22.14, 20.96)
O (-17.38, -21.85, 21.78)
O (-18.01, -22.33, 19.42)
C (-19.10, -22.51, 18.41)
C (-18.73, -23.67, 17.39)
C (-19.60, -20.56, 20.87)
H (-19.39, -21.60, 17.89)
H (-20.03, -22.76, 18.91)
H (-17.67, -23.69, 17.15)
H (-19.31, -23.58, 16.46)
H (-19.01, -24.65, 17.77)
H (-18.92, -19.71, 20.94)
H (-20.36, -20.67, 21.65)
H (-20.28, -20.54, 20.02)
O (-10.28, -12.38, 23.41)
S (-9.59, -13.45, 22.68)
O (-8.64, -14.28, 23.36)
O (-10.51, -14.46, 21.74)
C (-11.57, -13.95, 21.06)
C (-12.79, -14.71, 21.57)
C (-8.74, -12.67, 21.26)
H (-11.46, -13.89, 19.98)
H (-11.82, -12.91, 21.30)
H (-12.76, -15.73, 21.19)
H (-13.73, -14.36, 21.15)
H (-12.83, -14.68, 22.66)
H (-9.17, -11.76, 20.84)
H (-8.45, -13.43, 20.53)
H (-7.83, -12.36, 21.76)
O (-11.23, -22.67, 15.88)
S (-12.22, -21.61, 15.95)
O (-11.90, -20.21, 15.62)
O (-13.49, -21.97, 14.96)
C (-13.17, -22.56, 13.68)
C (-14.43, -22.75, 12.86)
C (-13.16, -21.94, 17.62)
H (-12.72, -23.54, 13.85)
H (-12.48, -21.97, 13.08)
H (-15.31, -23.16, 13.36)
H (-14.17, -23.50, 12.12)
H (-14.89, -21.95, 12.27)
H (-13.04, -20.99, 18.15)
H (-12.74, -22.80, 18.14)
H (-14.17, -22.21, 17.32)
O (-19.65, -16.35, 9.19)
S (-20.03, -16.75, 10.54)
O (-21.34, -17.41, 10.79)
O (-18.89, -17.86, 11.04)
C (-19.13, -18.77, 12.10)
C (-19.46, -20.22, 11.65)
C (-19.54, -15.56, 11.80)
H (-19.85, -18.38, 12.82)
H (-18.23, -18.89, 12.69)
H (-18.68, -20.76, 11.11)
H (-20.26, -20.23, 10.90)
H (-19.63, -20.78, 12.57)
H (-19.85, -14.53, 11.61)
H (-18.45, -15.56, 11.82)
H (-19.98, -15.80, 12.76)